{"formula": "C21H54F9O18S12Zn2", "method": "wB97M-V/def2-TZVPD", "species": ["Zn", "Zn", "S", "S", "S", "S", "S", "S", "S", "S", "S", "S", "S", "S", "F", "F", "F", "F", "F", "F", "F", "F", "F", "O", "O", "O", "O", "O", "O", "O", "O", "O", "O", "O", "O", "O", "O", "O", "O", "O", "O", "C", "C", "C", "C", "C", "C", "C", "C", "C", "C", "C", "C", "C", "C", "C", "C", "C", "C", "C", "C", "C", "H", "H", "H", "H", "H", "H", "H", "H", "H", "H", "H", "H", "H", "H", "H", "H", "H", "H", "H", "H", "H", "H", "H", "H", "H", "H", "H", "H", "H", "H", "H", "H", "H", "H", "H", "H", "H", "H", "H", "H", "H", "H", "H", "H", "H", "H", "H", "H", "H", "H", "H", "H", "H", "H"], "positions_angstrom": [[13.292300, 9.365760, 7.470270], [11.376440, 5.949760, 4.411350], [10.966110, 9.272510, 4.994640], [5.539850, 8.268190, 10.187200], [10.346690, -0.059530, 6.773710], [8.942760, 6.629340, 12.107210], [8.614910, 4.616160, 5.710140], [13.662960, 4.396740, 13.455800], [12.035510, 6.171850, 7.638910], [7.170420, 4.375140, 9.904770], [14.332880, 1.324530, 7.218240], [12.543590, 2.988150, 4.305560], [13.429520, 8.248840, 11.085260], [14.249810, 7.621960, 4.732770], [11.216630, 6.166430, 10.151420], [8.442500, 9.820940, 4.246850], [8.786830, 9.972550, 6.342910], [16.201620, 5.871620, 5.485400], [10.709320, 4.399640, 9.117340], [9.650080, 6.250660, 8.778250], [9.325510, 11.623840, 5.076640], [16.027080, 6.125280, 3.457120], [17.061550, 7.631340, 4.610980], [11.455960, 0.466610, 5.860210], [11.421490, 5.859570, 6.309230], [13.173010, 9.073630, 9.803810], [7.174800, 3.580730, 8.600370], [11.720890, 9.418880, 6.237500], [14.842220, 0.270150, 6.208000], [11.583110, 9.871620, 3.778830], [13.173260, 5.287350, 7.868930], [12.378760, 7.581590, 7.829500], [9.459310, 5.342360, 4.683680], [14.066150, 8.670490, 3.675800], [13.925240, 5.896740, 13.390850], [10.678890, 7.864200, 4.771090], [13.271160, 6.539670, 4.563040], [14.160070, 8.303230, 6.022620], [5.710660, 7.365070, 11.395530], [11.685030, 4.156340, 3.853760], [7.681470, 6.428530, 12.968450], [8.471500, 2.866600, 5.261820], [15.177520, 7.602790, 10.921810], [12.349090, 1.488930, 3.125910], [13.772160, 9.456400, 12.464040], [10.268940, 1.162860, 8.112300], [13.484550, 3.845200, 11.741640], [16.018440, 6.805340, 4.570360], [9.238170, 10.255030, 5.159680], [8.214830, 3.287200, 10.969760], [10.815130, 5.708090, 9.010500], [6.857620, 4.993750, 5.396130], [15.691110, 2.636390, 7.321270], [15.262880, 3.610630, 13.768950], [9.343760, 8.472070, 12.129630], [6.743410, 7.707330, 8.877650], [14.528130, 0.592360, 8.911010], [5.571370, 3.960140, 10.809350], [10.395270, 5.996330, 13.035960], [11.023680, -1.474010, 7.749240], [3.959700, 7.796460, 9.297520], [14.244090, 3.349190, 3.743960], [14.437340, 10.228310, 12.077010], [11.316300, 1.347630, 8.351030], [14.140960, 1.149850, 9.763890], [6.423330, 6.702480, 8.602110], [11.253200, 6.667620, 12.998150], [11.234480, -2.168000, 6.935590], [8.788240, 9.157840, 11.489920], [14.128920, -0.420560, 8.963180], [9.110500, 8.763640, 13.153670], [15.902740, 3.583490, 12.886940], [3.173060, 8.333880, 9.827130], [10.612980, 5.038030, 12.564410], [15.866950, 8.218390, 11.499570], [14.738200, 4.039490, 4.427650], [15.568190, 7.495100, 9.909940], [15.247780, 6.613760, 11.374550], [6.286800, 4.758750, 6.294480], [15.202600, 3.513960, 7.744730], [3.896080, 6.758000, 9.622540], [10.168740, 5.750950, 14.073540], [15.817780, 4.111660, 14.562140], [14.366820, 4.082770, 11.147290], [6.838800, 8.263090, 7.944840], [6.316740, 4.656630, 4.511870], [15.033000, 2.619610, 14.160280], [6.801080, 6.079030, 5.312080], [10.416620, -1.690640, 8.628250], [9.761470, 0.868930, 9.031100], [12.567740, 4.233050, 11.297650], [8.056250, 2.230010, 6.043120], [12.074780, -1.229840, 7.903060], [12.867170, 9.958300, 12.806360], [3.863500, 8.032960, 8.237840], [8.017870, 2.697090, 4.285300], [8.234440, 3.421760, 12.051240], [15.589810, 0.572470, 9.157040], [14.059600, 8.938000, 13.378780], [4.680350, 4.464940, 10.436030], [11.481480, 0.872270, 3.360620], [10.398340, 8.565320, 11.870260], [14.892650, 2.498380, 3.952740], [12.367880, 1.795240, 2.080000], [13.186080, 0.802320, 3.252820], [7.753700, 7.618790, 9.277110], [5.334560, 2.901130, 10.706780], [8.191170, 2.217460, 10.761910], [16.527240, 2.382790, 7.972940], [5.622270, 4.224020, 11.865700], [14.374160, 3.552070, 2.680940], [9.271260, 3.544380, 10.892860], [9.882530, 2.067200, 7.642250], [9.508160, 2.533360, 5.213070], [13.480580, 2.756810, 11.682600], [15.962070, 2.827210, 6.282870]], "atomic_forces_ev_per_a": [[-1.10, -1.95, 0.17], [-0.78, 0.69, -0.26], [1.53, 2.11, -5.31], [0.47, 0.34, -0.07], [0.67, 0.29, -0.06], [-2.26, 0.68, 1.05], [-1.00, -0.26, -0.03], [0.63, 1.47, -0.25], [2.25, -1.53, -2.28], [-0.63, -2.47, 0.55], [1.48, -1.04, -1.01], [1.39, -1.54, -0.83], [1.30, 0.58, -0.62], [-1.64, 4.33, -4.40], [1.35, 0.73, 1.55], [-0.71, -0.40, -1.06], [-0.85, -0.38, 1.56], [-0.25, -0.07, 1.67], [-0.02, -0.64, -0.43], [-1.15, 0.20, -0.72], [0.49, -1.83, -0.15], [-0.28, 0.32, -1.74], [-1.03, 0.27, -0.01], [-1.22, -0.74, 1.12], [0.04, 0.34, 4.84], [0.46, 0.48, 0.25], [-0.21, 1.02, 0.76], [-0.39, 1.54, 1.01], [-0.77, 1.71, 1.86], [-1.66, -0.61, 3.19], [-0.98, 0.57, 0.53], [-1.28, -1.27, 0.69], [-1.53, -0.61, -0.43], [1.70, -3.24, 2.16], [-0.29, -1.15, -0.14], [-1.23, 0.15, 0.27], [2.21, -0.16, 0.42], [1.53, -0.55, 1.48], [-0.55, 0.63, -2.07], [0.27, -1.20, -1.14], [2.61, 0.07, -1.09], [1.29, -0.26, -0.29], [0.08, -0.13, 0.71], [-0.11, 0.57, 0.18], [-0.68, -0.06, -0.46], [0.81, 0.06, -0.32], [0.39, -0.60, -0.23], [-0.22, -0.29, 0.35], [2.42, 0.91, 0.29], [1.39, 0.34, 0.92], [0.12, 0.32, -1.58], [-0.16, 1.39, 0.22], [-1.24, -0.47, 0.45], [0.02, -0.29, 0.23], [0.14, -0.76, 0.65], [-0.33, -0.89, 0.14], [0.96, 0.15, 0.24], [-0.01, -0.07, -0.17], [-0.17, 0.01, 0.08], [1.05, 1.31, -1.71], [0.58, 0.06, 1.43], [0.65, -0.56, 0.70], [0.31, -0.30, 0.22], [0.13, 0.08, 0.03], [-0.67, 0.47, -0.47], [0.06, -0.12, -0.01], [0.00, -0.13, -0.16], [-1.08, -0.94, 0.39], [-0.41, -0.76, -0.33], [-0.04, 0.12, -0.41], [0.36, 0.05, 0.11], [-0.19, -0.08, -0.07], [0.07, 0.06, 0.06], [0.22, 0.09, -0.16], [-0.18, 0.28, -0.11], [-0.65, 0.79, -0.36], [-0.71, 0.39, -0.24], [-0.51, 0.05, 0.14], [0.28, -0.41, 0.11], [-0.10, 0.15, -0.13], [-0.26, -0.23, -0.69], [-0.40, 0.43, 0.00], [-0.41, 0.37, -0.01], [-0.04, 0.67, 0.06], [-0.58, 0.58, 0.26], [0.70, -0.69, -0.13], [0.12, -0.21, -0.30], [0.25, 0.20, 0.13], [0.17, -0.43, -0.40], [-0.37, -0.10, -0.37], [0.16, 0.13, 0.15], [-0.56, 0.57, 0.14], [-0.04, 0.57, 0.97], [-0.43, -0.10, -0.67], [0.50, -0.31, 0.07], [-0.14, 0.21, 0.14], [-1.42, 0.22, 0.22], [0.19, -0.41, -0.40], [0.72, -0.34, -0.41], [0.45, 0.45, -0.47], [-0.21, 0.62, 0.19], [0.07, 0.03, 0.23], [-0.53, -0.78, -0.08], [-0.22, 0.39, 0.13], [0.32, 0.44, 0.55], [-0.24, 0.15, 0.47], [0.53, -0.15, -0.09], [-0.76, 0.16, -0.40], [0.04, -0.39, -0.36], [0.50, 0.13, -0.08], [-0.43, 0.43, 0.15], [0.15, 0.33, -1.17], [-0.27, -0.02, 0.36], [0.22, -0.04, -0.25], [-0.40, -0.18, 0.42], [0.15, -0.12, 0.18]], "lowdin_charge": [1.0191, 0.6632, 0.6372, 0.8394, 0.8464, 0.8120, 0.9347, 0.8558, 0.6343, 0.8426, 0.8191, 0.9569, 0.9184, 0.6594, 0.1279, 0.2000, 0.1565, 0.1407, 0.1539, 0.1448, 0.1253, 0.1664, 0.1722, -0.5996, -0.3678, -0.6100, -0.5909, -0.3588, -0.5680, -0.2880, -0.2885, -0.3708, -0.5550, -0.2787, -0.5872, -0.3156, -0.3256, -0.3574, -0.5620, -0.5702, -0.5538, -0.2294, -0.1976, -0.1769, -0.2095, -0.2467, -0.2538, -0.6458, -0.6373, -0.2597, -0.7109, -0.2267, -0.2096, -0.2516, -0.1979, -0.2563, -0.2460, -0.2130, -0.2479, -0.2212, -0.2258, -0.2355, 0.0615, 0.0376, 0.0293, 0.0108, 0.0267, 0.0509, 0.0493, 0.0421, 0.0577, 0.0554, 0.0409, 0.0143, 0.0543, 0.0223, 0.0600, 0.0218, 0.0429, 0.0227, 0.0306, 0.0685, 0.0616, 0.0551, 0.0486, 0.0680, 0.0528, 0.0482, 0.0640, 0.0579, 0.0285, 0.0594, 0.0317, 0.0505, 0.0558, 0.0730, 0.0541, 0.0428, 0.0635, 0.0350, 0.0364, 0.0137, 0.0545, 0.0597, 0.0608, 0.0151, 0.0530, 0.0548, 0.0496, 0.0568, 0.0795, 0.0111, 0.0245, 0.0200, 0.0485, 0.0327], "charge": 1, "e_tot_ha": -11422.040058, "e_homo_ev": -10.473, "de_lowest_kcal_mol": 162.99}

{"formula": "C5H12N3O", "method": "wB97M-V/def2-TZVPD", "species": ["O", "N", "N", "N", "C", "C", "C", "C", "C", "H", "H", "H", "H", "H", "H", "H", "H", "H", "H", "H", "H"], "positions_angstrom": [[1.074805, -1.234161, 2.469130], [1.026544, 0.622716, 0.241693], [-2.203411, -1.019643, -1.369190], [-1.897716, 1.374988, -1.465283], [-1.172534, 1.778824, -0.370301], [2.377510, 0.743726, -0.057873], [0.007265, 1.345769, -0.083160], [1.215617, -1.918613, 3.451653], [-1.649390, 0.059274, -2.056287], [0.860426, 0.026674, 1.058654], [2.577847, 1.570542, -0.692081], [0.996214, -2.983449, 3.393473], [-2.945416, 1.515829, -1.465975], [-0.589333, 0.062105, -2.014266], [-1.538293, 2.692137, 0.187960], [1.159683, -1.427042, 4.446099], [-1.719252, -1.398168, -0.627290], [-2.220814, 0.077243, -3.086915], [2.648959, -0.268895, -0.603612], [-2.869162, -1.555515, -1.883214], [3.018579, 0.631161, 0.771799]], "atomic_forces_ev_per_a": [[0.69, 0.20, -0.56], [-4.16, 1.47, 2.02], [-1.36, 0.71, -0.99], [-2.66, 0.37, 0.28], [-2.08, 1.75, -0.43], [2.00, -3.06, -2.94], [3.32, -1.92, 0.19], [-2.29, 0.74, 0.54], [-1.63, 0.76, -1.64], [-0.04, -0.55, -0.11], [0.33, 0.67, -0.40], [0.75, -0.53, 0.05], [1.81, 0.48, 0.59], [1.34, -0.61, -1.16], [0.42, -1.16, -0.58], [0.83, -0.34, -0.12], [0.85, -1.25, 1.47], [1.98, 0.15, 1.66], [-0.43, 2.02, 0.47], [-0.04, -0.51, 0.30], [0.37, 0.61, 1.36]], "nbo_charge": [-0.5847, -0.4348, -0.8591, -0.5724, -0.0381, -0.4289, 0.3224, 0.3237, -0.0481, 0.4610, 0.2399, 0.1402, 0.4116, 0.1633, 0.2914, 0.1379, 0.3759, 0.2182, 0.2347, 0.3999, 0.2460], "charge": 1, "e_tot_ha": -436.851594, "e_homo_ev": -12.685, "de_lowest_kcal_mol": 111.19}

{"formula": "C3H12BFO2PS", "method": "wB97M-V/def2-TZVPD", "species": ["S", "P", "F", "O", "O", "C", "C", "C", "B", "H", "H", "H", "H", "H", "H", "H", "H", "H", "H", "H", "H"], "positions_angstrom": [[-1.809743, -0.704850, 0.927225], [0.471644, 0.787766, -1.515523], [0.008059, 0.380126, -2.971320], [-0.340178, -0.453095, 1.136899], [2.270477, 2.974745, -2.012446], [3.481875, 0.673362, -1.603462], [-2.092340, -2.463671, 1.153318], [-2.664039, -0.171445, 2.413224], [2.244785, 1.629169, -1.744014], [0.672413, -0.364731, -0.717123], [-3.163078, -2.663978, 1.124297], [3.817351, 0.740279, -0.545365], [-3.716061, -0.446863, 2.343315], [-0.468796, 1.631602, -0.884069], [4.300029, 0.890724, -2.307266], [-2.207883, -0.636092, 3.287253], [-1.601876, -2.997639, 0.340959], [-2.577349, 0.911160, 2.489759], [3.155189, -0.372236, -1.779423], [-1.672357, -2.784995, 2.106366], [1.891880, 3.440661, -1.242605]], "atomic_forces_ev_per_a": [[-0.31, -0.19, 0.19], [0.39, -0.46, 0.06], [0.01, 0.33, 1.15], [0.00, 0.06, -0.04], [0.03, -1.04, 1.24], [-0.94, -0.45, -0.53], [0.14, -0.09, -0.02], [0.08, 0.13, 0.09], [1.31, 0.88, -0.44], [-0.67, 0.15, -0.40], [0.00, 0.07, -0.03], [0.01, 0.01, -0.51], [0.03, -0.01, -0.08], [-0.17, -0.47, -0.46], [-0.19, 0.16, 0.48], [0.06, -0.04, -0.07], [-0.01, 0.06, -0.01], [0.01, -0.02, -0.06], [0.39, 0.36, 0.22], [0.02, 0.09, 0.00], [-0.19, 0.44, -0.76]], "nbo_charge": [1.2125, 1.1300, -0.4958, -1.0251, -0.8566, -1.0253, -0.8210, -0.8193, 0.7556, 0.0855, 0.2484, 0.2905, 0.2482, 0.0316, 0.2896, 0.2477, 0.2459, 0.2475, 0.2437, 0.2473, 0.5191], "charge": 1, "e_tot_ha": -1135.990480, "e_homo_ev": -12.821}